A 13-piece molecular cluster, C42H115N5O18 overall, computed with ωB97M-V with the def2-TZVPD basis set.

The HOMO energy comes out at -7.86 eV. The total charge is 0. The HOMO-LUMO gap comes out at 8.507 eV.

Each atom is followed by the atoms it is bonded to, with distances in Å.
Cartesian coordinates (Å):
1 C -7.08416 -0.32192 -5.37159  O2 1.410, H10 1.109, H11 1.081, H12 1.099
2 O -6.77249 -0.47829 -4.00535  C1 1.410, C3 1.436
3 C -7.42215 -1.55513 -3.31235  O2 1.436, C4 1.519, H13 1.101, H14 1.090
4 C -6.91513 -1.54988 -1.88003  C3 1.519, N5 1.446, H15 1.141, H16 1.105
5 N -5.50843 -1.86991 -1.77818  C4 1.446, C6 1.451, H17 1.003
6 C -5.22315 -2.78610 -0.68976  N5 1.451, C7 1.563, H18 1.100, H19 1.064
7 C -3.72639 -3.22883 -0.76134  C6 1.563, O8 1.380, H20 1.121, H21 1.046
8 O -3.58248 -3.82668 -1.99620  C7 1.380, C9 1.372
9 C -2.30537 -4.09398 -2.41953  O8 1.372, H22 1.086, H23 1.102, H24 1.053
10 H -6.57079 0.59187 -5.73344  C1 1.109
11 H -8.14614 -0.22336 -5.55015  C1 1.081
12 H -6.85157 -1.18631 -6.00957  C1 1.099
13 H -7.15998 -2.47443 -3.85826  C3 1.101
14 H -8.51011 -1.50443 -3.35544  C3 1.090
15 H -7.64633 -2.25583 -1.36174  C4 1.141
16 H -7.02738 -0.57607 -1.37045  C4 1.105
17 H -5.16005 -2.31470 -2.60697  N5 1.003
18 H -5.80818 -3.71711 -0.72025  C6 1.100
19 H -5.49965 -2.30579 0.21820  C6 1.064
20 H -3.53013 -3.91011 0.10638  C7 1.121
21 H -3.00702 -2.47422 -0.67460  C7 1.046
22 H -2.29574 -4.58464 -3.38844  C9 1.086
23 H -1.81133 -4.85037 -1.78766  C9 1.102
24 H -1.75207 -3.20579 -2.53241  C9 1.053
25 C 5.68963 -2.91255 -3.43113  O26 1.394, H34 1.050, H35 1.107, H36 1.088
26 O 6.25408 -2.03973 -2.50281  C25 1.394, C27 1.433
27 C 7.61265 -1.75489 -2.85956  O26 1.433, C28 1.532, H37 1.093, H38 1.065
28 C 8.36644 -0.93983 -1.80354  C27 1.532, N29 1.439, H39 1.122, H40 1.152
29 N 7.52596 0.18511 -1.48829  C28 1.439, C30 1.495, H41 1.035
30 C 8.18371 1.07083 -0.47929  N29 1.495, C31 1.541, H42 1.080, H43 1.128
31 C 7.10124 2.05171 0.01161  C30 1.541, O32 1.388, H44 1.082, H45 1.087
32 O 5.93867 1.38109 0.36702  C31 1.388, C33 1.438
33 C 4.98378 2.15583 1.11304  O32 1.438, H46 1.088, H47 1.119, H48 1.095
34 H 6.20135 -3.81219 -3.60550  C25 1.050
35 H 5.59081 -2.45977 -4.43677  C25 1.107
36 H 4.68481 -3.13434 -3.07911  C25 1.088
37 H 7.60957 -1.31797 -3.86169  C27 1.093
38 H 8.02607 -2.71368 -3.06915  C27 1.065
39 H 9.34625 -0.73950 -2.31282  C28 1.122
40 H 8.62910 -1.60318 -0.89859  C28 1.152
41 H 6.61918 -0.08642 -1.07002  N29 1.035
42 H 8.92102 1.67537 -0.98640  C30 1.080
43 H 8.75075 0.42155 0.24788  C30 1.128
44 H 6.88939 2.86229 -0.67269  C31 1.082
45 H 7.46829 2.62046 0.86229  C31 1.087
46 H 5.05148 3.16950 0.72473  C33 1.088
47 H 5.27499 2.16516 2.19348  C33 1.119
48 H 3.94986 1.80208 1.05102  C33 1.095
49 C -5.42045 8.85280 -0.95387  O50 1.406, H58 1.109, H59 1.115, H60 1.134
50 O -4.43487 7.88087 -1.19992  C49 1.406, C51 1.417
51 C -4.91226 6.54729 -1.15099  O50 1.417, C52 1.499, H61 1.096, H62 1.118
52 C -3.84764 5.55946 -1.52202  C51 1.499, N53 1.428, H63 1.118, H64 1.111
53 N -2.63801 5.74080 -0.78522  C52 1.428, C54 1.441, H65 1.008
54 C -1.79222 4.57383 -0.80022  N53 1.441, C55 1.528, H66 1.175, H67 1.059
55 C -2.26330 3.70158 0.36252  C54 1.528, O56 1.427, H68 1.109, H69 1.084
56 O -3.62863 3.30790 0.23134  C55 1.427, C57 1.369
57 C -4.02860 2.50783 1.26800  O56 1.369, H70 1.082, H71 1.120, H72 1.167
58 H -4.95668 9.85075 -0.81451  C49 1.109
59 H -6.01365 8.54000 -0.06271  C49 1.115
60 H -6.19238 9.09772 -1.74768  C49 1.134
61 H -5.77862 6.41489 -1.80857  C51 1.096
62 H -5.32315 6.25719 -0.15245  C51 1.118
63 H -3.57632 5.69728 -2.59767  C52 1.118
64 H -4.22064 4.51417 -1.47339  C52 1.111
65 H -2.21349 6.65499 -0.76483  N53 1.008
66 H -0.70903 4.95644 -0.55476  C54 1.175
67 H -1.75491 4.02908 -1.70744  C54 1.059
68 H -2.05782 4.16425 1.34876  C55 1.109
69 H -1.76562 2.73948 0.40841  C55 1.084
70 H -3.41059 1.62068 1.31708  C57 1.082
71 H -5.11305 2.23972 1.19076  C57 1.120
72 H -3.95685 2.94583 2.34782  C57 1.167
73 C 1.20953 -5.14586 2.09011  O74 1.429, H82 1.076, H83 1.080, H84 1.114
74 O 0.08633 -4.46374 2.65107  C73 1.429, C75 1.385
75 C -0.86205 -4.07703 1.71824  O74 1.385, C76 1.519, H85 1.064, H86 1.110
76 C -1.55196 -2.80167 2.16943  C75 1.519, N77 1.447, H87 1.110, H88 1.086
77 N -0.66436 -1.65881 2.17228  C76 1.447, C78 1.433, H89 1.025
78 C -1.27059 -0.38363 2.41955  N77 1.433, C79 1.532, H90 1.096, H91 1.121
79 C -2.08215 -0.39381 3.71924  C78 1.532, O80 1.411, H92 1.081, H93 1.115
80 O -2.54165 0.93153 3.87065  C79 1.411, C81 1.367
81 C -2.80737 1.28066 5.16500  O80 1.367, H94 1.096, H95 1.111, H96 1.133
82 H 1.47531 -4.63536 1.18081  C73 1.076
83 H 0.90322 -6.13809 1.79168  C73 1.080
84 H 2.04508 -5.17057 2.82656  C73 1.114
85 H -1.57054 -4.85787 1.57339  C75 1.064
86 H -0.39002 -3.88449 0.73273  C75 1.110
87 H -2.08557 -2.82739 3.14290  C76 1.110
88 H -2.33131 -2.62511 1.43396  C76 1.086
89 H 0.10527 -1.94120 2.78741  N77 1.025
90 H -1.96120 -0.05598 1.63418  C78 1.096
91 H -0.45851 0.38832 2.45696  C78 1.121
92 H -1.44846 -0.60711 4.56826  C79 1.081
93 H -2.95639 -1.08407 3.76147  C79 1.115
94 H -3.31870 2.24936 5.12948  C81 1.096
95 H -1.91620 1.49106 5.79401  C81 1.111
96 H -3.46519 0.50770 5.66844  C81 1.133
97 C 2.20851 0.06921 3.14209  O98 1.419, H106 1.091, H107 1.118, H108 1.053
98 O 1.49535 -0.50523 4.22598  C97 1.419, C99 1.375
99 C 2.08130 -1.64300 4.72886  O98 1.375, C100 1.496, H109 1.100, H110 1.068
100 C 1.30328 -2.07147 5.93257  C99 1.496, N101 1.455, H111 1.109, H112 1.091
101 N 0.03149 -2.63606 5.50792  C100 1.455, C102 1.490, H113 0.986
102 C -0.89899 -3.13966 6.55696  N101 1.490, C103 1.515, H114 1.138, H115 1.115
103 C -2.27795 -2.53731 6.37796  C102 1.515, O104 1.417, H116 1.121, H117 1.105
104 O -3.20985 -3.14822 7.25250  C103 1.417, C105 1.369
105 C -4.52352 -2.98176 6.90653  O104 1.369, H118 1.089, H119 1.095, H120 1.110
106 H 2.35249 -0.70320 2.38586  C97 1.091
107 H 3.17708 0.50464 3.49215  C97 1.118
108 H 1.61587 0.83005 2.71862  C97 1.053
109 H 3.15578 -1.50616 4.92235  C99 1.100
110 H 1.95872 -2.40519 3.99051  C99 1.068
111 H 1.15795 -1.17337 6.56698  C100 1.109
112 H 1.91252 -2.80518 6.46180  C100 1.091
113 H -0.01995 -3.27760 4.76099  N101 0.986
114 H -0.51706 -2.72277 7.54404  C102 1.138
115 H -0.90143 -4.24903 6.66670  C102 1.115
116 H -2.52638 -2.70691 5.29765  C103 1.121
117 H -2.17602 -1.44883 6.53868  C103 1.105
118 H -4.82925 -3.67290 6.12231  C105 1.089
119 H -4.67754 -1.94059 6.60417  C105 1.095
120 H -5.10704 -3.12278 7.84011  C105 1.110
121 C 5.84408 -4.20631 0.56709  O122 1.426, H123 1.065, H124 1.123, H125 1.097
122 O 5.94130 -4.08236 -0.85064  C121 1.426, H126 0.969
123 H 6.06488 -5.20064 0.87950  C121 1.065
124 H 6.45238 -3.44909 1.13112  C121 1.123
125 H 4.78999 -4.03684 0.81788  C121 1.097
126 H 5.76701 -3.18035 -1.15951  O122 0.969
127 C 1.58513 3.96452 2.94615  O128 1.451, H129 1.120, H130 1.124, H131 1.140
128 O 2.16804 2.91299 2.13355  C127 1.451, H132 0.985
129 H 2.17480 4.89704 2.75600  C127 1.120
130 H 0.47805 4.14041 2.86531  C127 1.124
131 H 1.77840 3.74509 4.04777  C127 1.140
132 H 2.04637 3.22123 1.20545  O128 0.985
133 C 2.50704 5.45977 -0.82656  O134 1.426, H135 1.106, H136 1.095, H137 1.073
134 O 1.78561 4.27608 -0.49041  C133 1.426, H138 0.983
135 H 3.53423 5.55114 -0.42724  C133 1.106
136 H 2.71904 5.60526 -1.89128  C133 1.095
137 H 1.98818 6.32603 -0.46342  C133 1.073
138 H 1.82008 3.68391 -1.27381  O134 0.983
139 C 0.61254 3.46717 -3.72416  O140 1.391, H141 1.073, H142 1.089, H143 1.130
140 O 1.52455 2.89393 -2.84354  C139 1.391, H144 0.957
141 H 0.42291 4.46998 -3.39345  C139 1.073
142 H 0.97355 3.59586 -4.74325  C139 1.089
143 H -0.36864 2.90767 -3.70808  C139 1.130
144 H 2.01902 2.15789 -3.20430  O140 0.957
145 C 1.50610 -5.64148 -2.73264  C146 1.555, H148 1.046, H149 1.059, H150 1.101
146 C 1.44916 -4.08998 -2.81790  C145 1.555, O147 1.406, H151 1.094, H152 1.113
147 O 2.37222 -3.55569 -1.90191  C146 1.406, H153 1.024
148 H 1.23349 -6.23651 -3.54900  C145 1.046
149 H 0.95833 -5.99909 -1.89957  C145 1.059
150 H 2.54718 -5.90196 -2.48512  C145 1.101
151 H 0.47338 -3.62099 -2.65742  C146 1.094
152 H 1.71164 -3.74303 -3.84261  C146 1.113
153 H 1.96368 -2.76847 -1.38994  O147 1.024
154 C -3.57277 0.80233 -3.81922  C155 1.514, H157 1.107, H158 1.073, H159 1.078
155 C -3.90387 1.40390 -2.47029  C154 1.514, O156 1.450, H160 1.142, H161 1.048
156 O -3.58929 0.49138 -1.38846  C155 1.450, H162 1.014
157 H -4.23129 -0.04132 -4.10039  C154 1.107
158 H -2.55182 0.48884 -3.71727  C154 1.073
159 H -3.50842 1.54759 -4.59597  C154 1.078
160 H -4.96941 1.80809 -2.39665  C155 1.142
161 H -3.27151 2.20074 -2.21962  C155 1.048
162 H -4.30239 -0.22835 -1.42396  O156 1.014
163 C -0.31167 0.01774 -1.73841  C164 1.510, H166 1.130, H167 1.108, H168 1.050
164 C 0.93533 -0.36202 -0.97567  C163 1.510, O165 1.456, H169 1.113, H170 1.094
165 O 0.86418 -1.68835 -0.37957  C164 1.456, H171 0.999
166 H 0.00595 0.96318 -2.26887  C163 1.130
167 H -1.13900 0.27997 -1.04915  C163 1.108
168 H -0.68136 -0.72789 -2.37896  C163 1.050
169 H 1.07175 0.34018 -0.12348  C164 1.113
170 H 1.83860 -0.24881 -1.58320  C164 1.094
171 H 0.22234 -1.68066 0.38559  O165 0.999
172 C 5.60799 1.75147 -4.17467  C173 1.512, H175 1.083, H176 1.099, H177 1.095
173 C 4.76526 0.84254 -3.30883  C172 1.512, O174 1.502, H178 1.073, H179 1.158
174 O 3.34370 0.79967 -3.79177  C173 1.502, H180 0.960
175 H 6.54553 1.95734 -3.67222  C172 1.083
176 H 5.07786 2.71102 -4.25179  C172 1.099
177 H 5.76871 1.32638 -5.17121  C172 1.095
178 H 4.69886 1.10158 -2.26918  C173 1.073
179 H 5.17207 -0.24203 -3.31359  C173 1.158
180 H 2.99903 -0.02096 -3.43239  O174 0.960